1.
The following is a quantum chemistry calculation of CH5ClO4Pd as an isolated structure, from the OMol25 dataset.

XYZ file:
```
12
Properties=species:S:1:pos:R:3:forces:R:3
Pd -1.058 -0.935 1.506 0.063 -0.657 0.270
C 0.012 -0.516 -2.942 0.775 -1.864 -0.809
H -0.133 -0.252 -1.863 0.283 2.434 0.824
H -0.084 -1.584 -3.082 0.283 -0.648 -1.741
H 1.042 -0.188 -3.155 1.443 -0.394 1.191
H -0.806 -0.020 -3.403 -2.704 0.500 0.110
H -2.508 -1.379 1.101 -0.537 -0.080 -0.216
O 2.040 0.998 2.983 -2.073 0.186 -0.500
Cl 0.736 1.014 2.358 2.007 -0.426 -0.339
O 0.199 2.339 2.222 0.200 -0.940 0.485
O 0.799 0.306 1.039 -0.748 0.722 1.797
O -0.238 0.216 3.235 1.010 1.167 -1.073
```
Forces are in eV/Å.

Properties
DFT total energy = -25271.12395 eV
Relative energy (zero: lowest compared OMol25 entry of this formula, charge and spin) = 0.000 eV
2S+1 = 5
F_max = 0.0535 hartree/bohr
LUMO energy (alpha / beta) = -7.8 / -17.0 eV
Net charge = +2

***

2.
The following is a quantum chemistry calculation of C11H17BN6OTc as an isolated structure, from the OMol25 dataset.

XYZ file:
```
37
Properties=species:S:1:pos:R:3:forces:R:3
H 1.175 3.704 1.248 0.595 0.208 0.039
N 1.052 1.988 0.019 -1.382 1.359 0.601
B 0.163 0.552 -2.024 0.719 0.045 -0.129
N 0.562 1.837 -1.281 1.525 0.208 -0.173
C 0.799 2.981 -1.947 -0.508 0.061 1.013
Tc 2.323 0.919 1.210 -3.464 -0.665 0.326
H 0.716 2.967 -3.028 -0.256 0.376 0.269
C 1.135 3.971 -1.026 -0.151 -0.089 0.848
H 1.313 5.004 -1.245 -0.044 0.247 0.033
C 1.170 3.334 0.237 0.146 -0.464 -2.619
H 0.429 0.663 -3.214 -0.084 -0.095 0.638
C -2.299 -3.359 3.051 0.798 -0.911 -0.422
H -1.876 -3.923 3.885 -0.064 0.095 -0.103
H -1.489 -2.875 2.499 -0.049 -0.007 0.042
H -2.817 -4.053 2.387 0.035 0.081 0.078
N -1.379 0.140 -2.026 -1.087 -0.160 -1.245
N 1.087 -0.490 -1.357 1.617 0.513 -0.092
N -2.045 0.003 -0.814 -0.775 -0.403 0.802
N 1.626 -0.513 -0.059 -0.530 -1.802 0.244
C -2.243 -0.146 -3.024 3.130 0.983 0.490
C 1.794 -1.351 -2.111 -0.603 -0.109 1.077
H -1.982 -0.087 -4.070 0.143 0.020 0.021
H 1.699 -1.266 -3.188 -0.057 -0.539 0.205
C -3.472 -0.505 -2.453 -0.852 -0.292 1.534
C 2.547 -2.158 -1.270 0.320 -0.533 0.605
C -3.278 -0.406 -1.056 0.462 0.120 0.054
C 2.346 -1.677 0.037 -0.246 0.796 -2.339
H -4.365 -0.804 -2.936 -0.595 -0.171 -0.576
H 3.161 -2.988 -1.583 -0.058 -0.029 0.133
H -3.996 -0.633 -0.268 0.374 0.219 -0.198
H 2.582 -2.071 1.010 0.522 0.032 0.009
H -2.976 -2.634 3.416 -0.712 0.760 0.391
C 1.289 0.779 4.254 -0.223 -0.353 1.121
O 1.575 0.802 2.876 1.225 0.277 -2.232
H 2.008 0.100 4.727 -0.221 0.147 0.011
H 0.266 0.420 4.444 0.335 0.085 -0.307
H 1.399 1.777 4.679 0.016 -0.012 -0.148
```
Forces are in eV/Å.

Properties
DFT total energy = -25525.12296 eV
Relative energy (zero: lowest compared OMol25 entry of this formula, charge and spin) = 3.625 eV
2S+1 = 4
F_max = 0.0689 hartree/bohr
LUMO energy (alpha / beta) = -8.1 / -10.2 eV
Net charge = +2

***

3.
The following is a quantum chemistry calculation of C36H49N5P2PdSSi2 as an isolated structure, from the OMol25 dataset.

XYZ file:
```
96
Properties=species:S:1:pos:R:3:forces:R:3
Pd -0.038 0.164 -0.315 -2.192 -2.512 2.383
C -2.756 0.938 -3.135 0.325 -0.798 -0.282
Si -1.692 -0.639 -3.322 0.712 0.847 -0.849
C -2.428 -2.038 -4.380 0.079 0.598 0.741
C -0.008 -0.141 -4.110 -1.018 -0.202 0.452
N -1.404 -1.102 -1.674 1.155 -0.179 1.370
P -1.166 -2.374 -0.708 -0.823 -0.276 -1.469
C -0.836 -1.542 0.770 1.342 2.100 -1.281
P 0.128 -1.200 2.166 0.477 0.105 0.816
N 0.322 0.402 2.094 -0.075 -0.830 -1.355
Si 1.576 1.336 2.877 0.472 1.064 0.632
C 0.997 1.541 4.696 0.342 -0.161 -1.009
C 1.604 3.033 2.010 0.088 -0.747 0.305
C 3.342 0.625 2.891 -0.786 0.113 -0.151
C 1.691 -2.121 2.150 -0.708 0.316 0.038
C 2.426 -2.085 0.971 -0.055 0.069 -0.221
C 3.679 -2.668 0.928 -0.016 0.034 -0.042
C 4.202 -3.265 2.067 -0.019 0.037 -0.017
C 3.477 -3.272 3.248 0.026 -0.070 0.104
C 2.215 -2.705 3.297 -0.031 0.014 -0.055
C -0.864 -1.655 3.613 0.146 0.020 -0.559
C -0.967 -2.962 4.076 0.047 -0.086 -0.053
C -1.795 -3.238 5.150 -0.078 -0.141 0.092
C -2.544 -2.227 5.735 0.003 -0.022 -0.033
C -2.477 -0.933 5.243 -0.014 -0.002 0.014
C -1.635 -0.648 4.185 0.100 0.058 -0.053
C 0.148 -3.460 -1.323 -0.274 0.390 0.324
C 0.121 -4.834 -1.115 -0.034 0.091 0.062
C 1.107 -5.623 -1.681 0.123 -0.016 -0.054
C 2.117 -5.038 -2.433 -0.048 -0.065 0.058
C 2.158 -3.662 -2.612 0.083 0.044 -0.033
C 1.176 -2.867 -2.054 -0.176 0.108 0.002
C -2.674 -3.360 -0.556 0.609 0.316 0.202
C -3.480 -3.246 0.570 0.121 0.029 0.143
C -4.681 -3.930 0.626 -0.110 0.038 0.089
C -5.084 -4.714 -0.444 0.019 0.013 0.030
C -4.281 -4.822 -1.568 -0.043 -0.019 -0.117
C -3.075 -4.149 -1.626 0.076 -0.045 -0.058
H -2.818 1.458 -4.083 -0.050 0.173 -0.256
H -2.305 1.620 -2.414 0.077 -0.066 0.040
H -3.772 0.705 -2.826 -0.150 -0.075 0.075
H -2.542 -1.688 -5.400 -0.016 0.148 -0.231
H -3.403 -2.345 -4.020 -0.262 -0.081 0.045
H -1.783 -2.911 -4.406 0.219 -0.085 0.046
H -0.200 0.501 -4.963 0.028 0.125 -0.226
H 0.543 -1.010 -4.459 0.091 -0.129 -0.035
H 0.614 0.414 -3.409 0.021 0.009 -0.026
H 0.101 2.147 4.777 -0.249 0.134 -0.030
H 1.780 2.040 5.253 0.233 0.135 0.195
H 0.808 0.582 5.165 -0.011 -0.200 0.128
H 0.640 3.361 1.634 -0.201 -0.021 0.017
H 2.296 3.024 1.174 0.121 -0.005 -0.122
H 1.961 3.780 2.708 0.089 0.222 0.196
H 3.449 -0.211 3.578 -0.024 -0.105 0.075
H 4.034 1.399 3.211 0.035 0.213 0.071
H 3.661 0.292 1.906 0.030 -0.020 -0.134
H 2.011 -1.575 0.097 0.240 -0.303 0.215
H 4.252 -2.650 0.015 0.069 -0.005 -0.115
H 5.183 -3.715 2.036 0.070 -0.033 -0.004
H 3.898 -3.712 4.139 0.046 -0.062 0.065
H 1.658 -2.690 4.222 0.012 -0.037 0.100
H -0.399 -3.755 3.608 0.011 -0.043 0.029
H -1.860 -4.243 5.538 0.008 -0.060 -0.005
H -3.180 -2.447 6.578 -0.078 -0.054 0.087
H -3.067 -0.151 5.696 -0.034 0.098 0.095
H -1.524 0.359 3.808 -0.030 0.139 0.037
H -0.671 -5.280 -0.529 -0.055 -0.081 -0.002
H 1.083 -6.694 -1.548 0.014 -0.076 0.023
H 2.878 -5.659 -2.882 0.058 -0.049 -0.033
H 2.951 -3.215 -3.195 0.043 0.023 -0.038
H 1.179 -1.785 -2.184 0.071 -0.210 -0.118
H -3.145 -2.647 1.410 -0.059 0.033 0.073
H -5.308 -3.850 1.500 -0.049 -0.023 0.120
H -6.021 -5.248 -0.398 -0.086 -0.034 0.001
H -4.597 -5.429 -2.402 -0.017 -0.091 -0.081
H -2.436 -4.238 -2.491 0.014 -0.072 -0.160
N -4.696 2.244 1.864 -0.408 0.193 0.061
C -3.434 2.979 2.163 0.671 0.530 -0.147
C -2.466 2.795 0.987 0.030 -0.041 0.279
N -2.191 1.393 0.742 -0.118 -0.209 0.326
C -3.417 0.670 0.479 -0.054 -0.122 0.328
C -4.418 0.798 1.637 0.251 -0.840 -0.507
H -5.103 2.639 1.005 -0.016 -0.076 0.272
H -5.382 2.370 2.618 0.135 0.008 -0.211
H -3.004 2.560 3.076 -0.169 -0.013 -0.048
H -3.660 4.032 2.327 -0.128 -0.064 0.017
H -1.532 3.308 1.209 -0.081 0.106 0.015
H -2.874 3.238 0.074 0.002 0.084 0.003
H -1.681 0.994 1.541 -0.075 0.123 -0.310
H -3.183 -0.385 0.311 -0.128 0.084 0.035
H -3.856 1.058 -0.443 -0.060 -0.014 -0.066
H -3.986 0.384 2.553 -0.113 0.150 -0.008
H -5.348 0.276 1.411 -0.064 0.147 0.077
S 1.941 1.210 -1.126 -0.382 -0.683 0.127
C 0.547 2.109 -1.142 1.166 1.091 -0.617
N -0.392 2.797 -1.165 -0.536 -0.123 0.093
```
Forces are in eV/Å.

Properties
DFT total energy = -94212.30461 eV
Relative energy (zero: lowest compared OMol25 entry of this formula, charge and spin) = 2.504 eV
F_max = 0.0797 hartree/bohr
LUMO energy (alpha / beta) = -8.5 / -8.5 eV
Net charge = +2

***

4.
The following is a quantum chemistry calculation of a 2-piece molecular cluster, C5H11O2S overall, from the OMol25 dataset.

XYZ file:
```
19
Properties=species:S:1:pos:R:3:forces:R:3
O -1.617 -0.478 0.895 0.215 0.128 0.789
C -0.810 0.029 1.735 0.448 -0.057 -0.842
O 0.292 0.590 1.444 -1.308 -0.535 1.014
C -1.241 -0.117 3.218 -0.548 0.828 0.062
H -0.933 0.769 3.806 -0.041 -0.422 -0.244
H -2.347 -0.242 3.306 0.817 0.089 -0.198
H -0.778 -0.995 3.654 0.210 -0.208 0.062
C -1.092 1.687 -1.288 1.604 0.458 1.914
C 0.381 1.164 -1.465 -1.024 -0.351 0.300
C 0.286 -0.357 -1.465 -0.136 -0.386 -0.468
S 1.939 -1.231 -1.452 -0.427 1.203 -0.554
H -1.094 2.787 -1.163 0.031 -0.378 0.103
H -1.506 1.189 -0.369 0.157 0.569 -1.088
H -1.675 1.495 -2.154 -0.601 -0.515 -0.838
H 0.785 1.557 -2.371 0.268 0.077 -1.190
H 1.095 1.489 -0.721 -0.398 0.105 0.718
H -0.312 -0.658 -2.348 0.550 -0.078 0.183
H -0.293 -0.691 -0.593 0.446 0.240 -0.116
H 1.486 -2.343 -0.937 -0.264 -0.768 0.391
```
Forces are in eV/Å.

Properties
DFT total energy = -20295.09926 eV
Relative energy (zero: lowest compared OMol25 entry of this formula, charge and spin) = 0.340 eV
F_max = 0.0494 hartree/bohr
LUMO energy = 3.4 eV
Net charge = -1

***

Q: Which formula does entry 1 have?
A: CH5ClO4Pd

***

Q: Which value of DFT total energy does entry 4 give?
A: -20295.09926 eV

***

Q: Among the records above, which one has the lowest F_max?
A: C5H11O2S